Entry 1:
{"formula": "C5H13N3O", "method": "ωB97M-V with the def2-TZVPD basis set", "e_tot_ha": -437.6758, "relative_energy_kcal_mol": 111.87, "lumo_energy_ev": 0.79, "species": ["C", "C", "C", "C", "C", "N", "N", "N", "O", "H", "H", "H", "H", "H", "H", "H", "H", "H", "H", "H", "H", "H"], "positions_angstrom": [[-1.77631, -0.17882, 1.02630], [-0.94628, -1.08483, 0.19914], [0.42953, -0.33874, -0.62201], [1.09621, -1.46395, -1.40059], [-0.16818, 0.72094, -1.54353], [1.41164, 0.31683, 0.22558], [1.12559, 0.05308, 1.52815], [0.64874, 0.92802, 2.26644], [0.77827, 2.29125, 1.77746], [-2.38278, -0.72098, 1.74748], [-2.36680, 0.52036, 0.43683], [-1.02852, 0.45483, 1.70286], [-1.49273, -1.48839, -0.65209], [-0.48421, -1.86768, 0.79826], [1.48647, -2.21192, -0.71348], [1.92805, -1.07949, -1.98693], [0.39070, -1.93383, -2.08113], [-0.92927, 0.28661, -2.18981], [-0.60278, 1.53195, -0.96236], [0.60590, 1.13996, -2.18965], [1.46034, 1.32384, 0.03884], [0.81641, 2.80096, 2.59422]]}

***

Entry 2:
{"formula": "C5H13N3O", "method": "ωB97M-V with the def2-TZVPD basis set", "e_tot_ha": -437.6694, "relative_energy_kcal_mol": 115.90, "lumo_energy_ev": 0.56, "species": ["C", "N", "N", "N", "C", "O", "H", "H", "H", "H", "H", "H", "H", "C", "C", "C", "H", "H", "H", "H", "H", "H"], "positions_angstrom": [[1.77155, -0.36960, -0.16206], [1.45385, 0.03627, -1.41654], [3.01919, -0.04933, 0.29020], [1.08804, -1.38976, 0.38577], [0.34904, 1.82198, 0.54424], [0.83998, 2.44941, -0.39193], [1.37014, 1.07058, -1.47182], [0.62570, -0.41590, -1.77974], [0.03716, -1.19017, 0.41586], [3.53199, 0.62769, -0.25402], [3.15552, 0.00507, 1.28724], [1.48613, -1.81357, 1.21101], [-0.02032, 2.44942, 1.40449], [-2.15794, -0.37062, -1.13465], [-1.56816, -0.28147, 0.24862], [-2.28796, -0.59145, 1.32982], [-0.58948, 0.64768, 0.41971], [-3.22457, -0.62389, -1.13384], [-2.04011, 0.57987, -1.66854], [-1.64968, -1.13515, -1.73661], [-1.87906, -0.49026, 2.33250], [-3.31100, -0.96681, 1.28030]]}

***

Entry 3:
{"formula": "C5H13N3O", "method": "ωB97M-V with the def2-TZVPD basis set", "e_tot_ha": -437.8248, "relative_energy_kcal_mol": 18.39, "lumo_energy_ev": 0.74, "species": ["C", "C", "C", "N", "C", "N", "C", "N", "O", "H", "H", "H", "H", "H", "H", "H", "H", "H", "H", "H", "H", "H"], "positions_angstrom": [[-0.24864, 0.70668, -1.74374], [0.52240, 0.21846, -0.51619], [1.04541, -1.20244, -0.69262], [1.82829, 1.15136, -0.49566], [-0.16777, 0.52556, 0.81011], [0.74023, 0.56218, 1.95892], [-1.28916, -0.70937, 1.10037], [-2.32907, -0.94565, 0.26029], [-1.23233, -1.31967, 2.16760], [-1.05751, 0.02911, -2.02228], [-0.67303, 1.70491, -1.59160], [0.41573, 0.76271, -2.61333], [0.34265, -1.83391, -1.24456], [1.27483, -1.77105, 0.21325], [1.97588, -1.26850, -1.26764], [2.29604, 0.95164, 0.39759], [1.54581, 2.12787, -0.40995], [-0.73871, 1.45761, 0.77137], [0.56949, 1.39711, 2.51334], [0.52978, -0.23770, 2.56692], [-2.98586, -1.66760, 0.53507], [-2.36448, -0.63931, -0.69728]]}

***

Entry 4:
{"formula": "C5H13N3O", "method": "ωB97M-V with the def2-TZVPD basis set", "e_tot_ha": -437.5694, "relative_energy_kcal_mol": 178.66, "lumo_energy_ev": 0.83, "species": ["C", "C", "C", "N", "C", "C", "N", "N", "O", "H", "H", "H", "H", "H", "H", "H", "H", "H", "H", "H", "H", "H"], "positions_angstrom": [[-1.18311, 1.56863, -0.66436], [1.58486, 1.25772, -0.29125], [-2.08038, 0.85958, -1.64590], [1.06279, -1.26093, 1.42880], [-0.42875, -0.10983, 0.70782], [0.29142, 0.60179, -0.05517], [0.89093, -2.44988, 0.70781], [-1.47198, -0.94896, 0.82022], [2.49144, -0.93953, 1.46392], [2.63028, -0.74183, 2.40173], [1.41887, -3.21178, 1.13779], [1.25373, -2.33995, -0.24336], [-1.21470, -1.79990, 0.29032], [-1.69700, -1.19597, 1.77844], [-0.62185, 2.35421, -1.17374], [-1.72735, 2.05896, 0.14333], [1.70399, 2.14491, 0.33529], [2.38038, 0.53612, -0.06846], [1.67376, 1.55366, -1.34073], [-2.70337, 1.57565, -2.19450], [-2.76213, 0.16765, -1.14574], [-1.49182, 0.31967, -2.39225]]}

***

Entry 5:
{"formula": "C5H13N3O", "method": "ωB97M-V with the def2-TZVPD basis set", "total_charge": 2, "e_tot_ha": -437.1275, "relative_energy_kcal_mol": 82.08, "lumo_energy_ev": -7.56, "species": ["C", "C", "C", "N", "N", "C", "N", "C", "O", "H", "H", "H", "H", "H", "H", "H", "H", "H", "H", "H", "H", "H"], "positions_angstrom": [[-3.09072, -0.64949, 0.20363], [-1.89293, 0.28322, -0.09564], [-0.56050, 0.01782, 0.37626], [-0.37692, -0.28315, 1.60761], [0.47728, 0.29733, -0.44361], [1.78613, -0.11950, -0.29915], [2.77870, 1.01451, -0.25388], [2.23466, -1.48264, -0.71011], [1.97920, -1.06454, 0.61936], [-3.27642, -1.20845, 1.18292], [-3.10547, -1.38972, -0.56828], [-3.93891, -0.10405, -0.03650], [-2.06820, 1.31034, 0.42563], [-1.91261, 0.29291, -1.15764], [-1.12505, -0.40835, 2.27703], [0.48706, -0.61366, 2.02775], [0.03645, 0.63908, -1.41758], [2.42275, 1.93174, 0.23242], [3.13799, 1.40816, -1.17221], [3.67180, 0.61465, 0.12160], [1.55889, -2.24150, -1.12436], [3.28586, -1.70406, -1.00447]]}

***

Entry 6:
{"formula": "C5H13NO", "method": "ωB97M-V with the def2-TZVPD basis set", "total_charge": -1, "e_tot_ha": -328.2325, "multiplicity": 2, "s2": 0.750, "relative_energy_kcal_mol": 25.37, "lumo_energy_ev": [3.99, 3.91], "species": ["C", "N", "C", "C", "C", "O", "C", "H", "H", "H", "H", "H", "H", "H", "H", "H", "H", "H", "H", "H"], "positions_angstrom": [[-0.99536, 1.62873, -1.38053], [-0.78789, 0.33773, -0.71412], [0.36594, 0.24426, 0.18631], [0.43521, -1.18114, 0.72841], [1.01677, -2.15058, -0.27766], [-0.89521, -1.63400, 1.06355], [0.18549, 1.27021, 1.30798], [-0.23021, 2.37809, -1.19810], [-1.91509, 2.10577, -1.02471], [-1.08395, 1.47777, -2.45651], [-0.82509, -0.37398, -1.42169], [1.26577, 0.50998, -0.39055], [0.96322, -1.23170, 1.67809], [2.07658, -1.87843, -0.40583], [0.53265, -2.03128, -1.24549], [0.93332, -3.17500, 0.07745], [-1.49248, -0.92497, 0.76932], [-0.84816, 1.29690, 1.64633], [0.89326, 1.04858, 2.11560], [0.40523, 2.28305, 0.94214]]}